C16H44N4NaO4 as an isolated structure, computed with wB97M-V/def2-TZVPD.

The geometry in ORCA input format:
```
! RIJCOSX wB97M-V def2-TZVPD def2/J DEFGRID3
* xyz 1 1
Na -0.47403 -0.68332 0.11092
C -0.50778 -5.03465 2.05190
C -0.57909 -3.73121 1.27134
C -1.95884 -3.09764 1.59512
O -2.27637 -1.99227 0.75609
C -3.60432 -1.54670 0.94024
N 0.48721 -2.80492 1.77152
H -1.20126 -5.79626 1.69954
H -0.56121 -4.82498 3.12271
H 0.52979 -5.37339 1.97212
H -0.40859 -3.84538 0.20499
H -1.94149 -2.77600 2.64235
H -2.71449 -3.87703 1.46992
H -3.77742 -0.66966 0.32183
H -3.79076 -1.28255 1.98667
H -4.32370 -2.31117 0.62943
H 1.36328 -3.30639 1.84794
H 0.19724 -2.55139 2.71110
C 3.54727 0.90385 -2.16510
C 2.13175 0.36219 -1.87296
C 2.09085 -1.12438 -2.11205
O 0.79308 -1.65042 -1.72262
C 0.68541 -3.02673 -2.03524
N 1.70682 0.65316 -0.50614
H 3.60925 1.88753 -1.70120
H 3.72426 1.07084 -3.22902
H 4.29888 0.20595 -1.79998
H 1.36042 0.75467 -2.54403
H 2.78056 -1.67518 -1.46232
H 2.18612 -1.35953 -3.17337
H 1.32362 -3.69117 -1.45080
H 0.86962 -3.15556 -3.10673
H -0.36650 -3.28045 -1.90250
H 2.39283 0.30573 0.16015
H 1.83630 1.65613 -0.36881
C 0.69412 2.61379 3.79723
C 1.06121 1.55938 2.74829
C 2.34131 0.77353 2.98289
O 3.46529 1.58077 3.19823
C 4.16536 1.95495 2.04270
N -0.04738 0.60060 2.44088
H 0.87245 2.23463 4.80765
H -0.30877 3.01751 3.69970
H 1.41942 3.42118 3.66491
H 1.04405 2.14143 1.81624
H 2.50537 0.06674 2.16728
H 2.16343 0.11616 3.83963
H 3.58800 2.64680 1.41018
H 4.38856 1.10049 1.38592
H 5.09093 2.40425 2.39363
H -0.80927 1.10281 2.00662
H -0.33428 0.21053 3.33416
C -3.11513 0.16865 -2.53797
C -2.06808 1.27537 -2.52686
C -2.67265 2.61422 -2.84623
O -1.64310 3.58485 -2.88597
C -2.14380 4.84696 -3.28859
N -1.45354 1.26502 -1.18440
H -2.67091 -0.82634 -2.47617
H -3.71928 0.13485 -3.44808
H -3.80707 0.28068 -1.70261
H -1.28304 1.01713 -3.23630
H -3.44289 2.96824 -2.14307
H -3.24033 2.61043 -3.78822
H -2.91000 5.15273 -2.57414
H -2.48074 4.84023 -4.32714
H -1.32725 5.56685 -3.26142
H -2.05307 1.67035 -0.46332
H -0.69763 1.95254 -1.15863
*
```

Calculated values
relative energy (zero: lowest compared OMol25 entry of this formula, charge and spin): 44.89 kJ/mol